# 1
Below is C34H35ClN3NiO9STe as an isolated structure, with properties calculated with ωB97M-V/def2-TZVPD.

```
! wB97M-V def2-TZVPD RIJCOSX def2/J DEFGRID3
* xyz -2 4
Ni -1.984 -1.539 -0.298
O -1.529 -1.617 3.722
S -0.914 -1.988 2.474
O 0.336 -2.732 2.583
O -0.497 -0.622 1.746
O -1.855 -2.607 1.522
N -3.733 -0.803 0.584
C -4.224 0.339 -0.148
C -5.251 1.153 0.324
C -5.651 2.252 -0.422
C -5.033 2.539 -1.633
C -3.989 1.737 -2.134
C -3.298 1.988 -3.343
C -2.268 1.109 -3.728
C -1.934 0.047 -2.927
N -2.556 -0.220 -1.753
C -3.581 0.604 -1.362
H -4.364 -1.603 0.549
H -3.558 -0.594 1.562
H -5.726 0.916 1.269
H -6.450 2.890 -0.058
H -5.345 3.401 -2.214
H -3.572 2.841 -3.952
H -1.723 1.259 -4.652
H -1.139 -0.633 -3.205
C 3.862 1.594 6.456
C 3.209 1.077 5.201
C 2.208 1.789 4.563
C 1.601 1.326 3.395
C 0.517 2.179 2.794
C 2.000 0.110 2.827
Te 1.360 -0.817 0.844
N 0.037 -1.526 -0.641
C 0.858 -1.856 -1.625
O 2.060 -1.471 -1.687
C 0.372 -2.786 -2.703
C 0.799 -2.595 -4.014
C 0.356 -3.437 -5.022
C -0.502 -4.490 -4.721
C -0.907 -4.699 -3.411
C -0.469 -3.849 -2.404
C 1.759 1.065 -0.102
C 3.121 1.300 -0.343
C 4.185 0.321 0.079
C 3.505 2.447 -1.025
C 2.574 3.361 -1.497
C 3.000 4.587 -2.262
C 1.235 3.104 -1.260
C 0.803 1.975 -0.566
C -0.675 1.838 -0.334
C 2.999 -0.633 3.488
C 3.460 -1.996 3.013
C 3.586 -0.138 4.650
H 3.340 2.473 6.836
H 4.903 1.876 6.274
H 3.863 0.836 7.243
H 1.873 2.732 4.989
H 0.122 2.873 3.539
H -0.298 1.558 2.432
H 0.901 2.766 1.956
H 1.476 -1.775 -4.222
H 0.674 -3.271 -6.045
H -0.859 -5.141 -5.511
H -1.586 -5.506 -3.166
H -0.790 -4.005 -1.384
H 4.007 -0.642 -0.406
H 4.188 0.182 1.162
H 5.172 0.683 -0.211
H 4.562 2.615 -1.213
H 4.087 4.652 -2.325
H 2.633 5.497 -1.783
H 2.603 4.571 -3.279
H 0.483 3.796 -1.628
H -1.230 2.119 -1.230
H -1.001 2.487 0.481
H -0.947 0.822 -0.084
H 2.615 -2.674 2.906
H 4.156 -2.421 3.738
H 3.975 -1.951 2.050
H 4.347 -0.734 5.148
O -3.445 -5.248 -0.346
Cl -4.078 -4.080 -0.885
O -4.946 -3.473 0.098
O -4.825 -4.411 -2.065
O -3.046 -3.110 -1.268
*
```

Output
Frontier orbital gap (alpha / beta) (eV): 4.1 / 7.0
ΔE to the lowest compared entry with this formula, charge and spin (kcal per mole): 0.00
⟨S²⟩: 3.78
LUMO level (alpha / beta) (eV): 3.9933 / 3.9928
DFT total energy (eV): -130414.283
Highest occupied orbital energy (alpha / beta) (eV): -0.1 / -3.0

---

# 2
Below is C34H35GeN6O5S2W as an isolated structure in a non-equilibrium geometry, with properties calculated with ωB97M-V/def2-TZVPD.

```
! wB97M-V def2-TZVPD RIJCOSX def2/J DEFGRID3
* xyz 2 2
W 0.359 -0.175 -0.104
N -1.339 -1.950 3.690
C -0.969 -1.564 2.453
S 0.143 -0.235 2.361
N -1.440 -2.221 1.444
N -1.023 -1.762 0.191
C -1.427 -2.576 -0.738
C -1.262 -2.475 -2.166
C -1.838 -3.427 -3.012
C -1.684 -3.309 -4.380
C -0.962 -2.241 -4.913
C -0.378 -1.285 -4.093
C -0.538 -1.441 -2.735
O 0.014 -0.552 -1.862
H -1.190 -1.328 4.466
H -2.109 -2.598 3.761
H -1.989 -3.426 -0.361
H -2.411 -4.243 -2.589
H -2.125 -4.042 -5.040
H -0.853 -2.150 -5.985
H 0.178 -0.447 -4.488
C 3.548 -5.343 1.298
C 2.427 -4.320 1.138
S 2.978 -2.787 0.487
O 1.817 -1.894 0.499
O 3.670 -2.940 -0.766
C 4.125 -2.147 1.681
C 4.896 -0.938 1.134
N 3.977 0.017 0.474
C 3.016 0.707 1.164
N 2.077 1.141 0.329
C 2.445 0.711 -0.955
C 3.612 0.055 -0.832
N 4.436 -0.452 -1.962
O 5.565 -0.787 -1.704
O 3.854 -0.512 -3.011
C 3.103 1.023 2.606
H 3.104 -6.333 1.384
H 4.132 -5.164 2.199
H 4.208 -5.351 0.431
H 1.903 -4.082 2.066
H 1.689 -4.623 0.388
H 4.840 -2.935 1.920
H 3.526 -1.920 2.564
H 5.639 -1.228 0.402
H 5.394 -0.427 1.955
H 2.142 1.256 -1.840
H 3.984 1.653 2.757
H 3.194 0.140 3.236
H 2.223 1.586 2.903
C -0.273 6.312 0.583
C -1.570 5.829 0.689
C -1.808 4.463 0.647
C -0.753 3.557 0.507
C 0.542 4.056 0.392
C 0.781 5.425 0.429
Ge -1.323 1.725 0.297
C -2.704 1.272 1.565
C -2.900 2.049 2.706
C -3.885 1.719 3.628
C -4.677 0.596 3.429
C -4.487 -0.193 2.303
C -3.507 0.146 1.378
C -2.075 1.707 -1.527
C -3.418 1.437 -1.782
C -3.947 1.605 -3.060
C -3.141 2.045 -4.097
C -1.801 2.329 -3.856
C -1.281 2.162 -2.583
H -0.087 7.377 0.614
H -2.399 6.515 0.799
H -2.832 4.110 0.704
H 1.385 3.388 0.272
H 1.792 5.800 0.331
H -2.281 2.920 2.888
H -4.039 2.343 4.498
H -5.448 0.343 4.145
H -5.110 -1.063 2.138
H -3.393 -0.469 0.494
H -4.075 1.111 -0.987
H -4.996 1.407 -3.238
H -3.556 2.184 -5.087
H -1.174 2.703 -4.655
H -0.241 2.434 -2.409
*
```

Output
Frontier orbital gap (alpha / beta) (eV): 5.7 / 5.9
ΔE to the lowest compared entry with this formula, charge and spin (kcal per mole): 45.29
⟨S²⟩: 0.77
LUMO level (alpha / beta) (eV): -7.5708 / -7.4129
DFT total energy (eV): -134998.501
Highest occupied orbital energy (alpha / beta) (eV): -13.3 / -13.3

---

# 3
Below is C34H35IrN3O4S3 as an isolated structure in a non-equilibrium geometry, with properties calculated with ωB97M-V/def2-TZVPD.

```
! wB97M-V def2-TZVPD RIJCOSX def2/J DEFGRID3
* xyz 1 1
Ir 0.147 -0.197 0.172
S 2.324 -0.792 1.061
C 2.010 -2.271 1.904
C 3.096 -2.896 2.527
C 2.927 -4.067 3.232
C 1.664 -4.645 3.330
C 0.583 -4.052 2.715
C 0.732 -2.863 1.995
S -0.683 -2.199 1.247
H 4.069 -2.437 2.440
H 3.775 -4.532 3.708
H 1.532 -5.561 3.883
H -0.399 -4.496 2.770
O -5.029 3.402 -3.025
C -5.366 2.246 -2.297
C -4.120 1.628 -1.728
C -4.154 0.397 -1.064
C -2.964 -0.156 -0.639
N -1.784 0.430 -0.815
C -1.736 1.651 -1.389
C -2.900 2.263 -1.859
C -0.435 2.306 -1.475
C -0.161 3.316 -2.402
C 1.052 3.981 -2.375
C 1.319 5.124 -3.328
O 0.579 6.275 -2.987
C 1.983 3.597 -1.401
C 1.672 2.552 -0.557
N 0.505 1.912 -0.582
H -5.806 3.736 -3.483
H -5.863 1.506 -2.943
H -6.060 2.486 -1.476
H -5.082 -0.127 -0.908
H -2.949 -1.125 -0.155
H -2.867 3.231 -2.329
H -0.899 3.594 -3.139
H 0.981 4.856 -4.331
H 2.392 5.341 -3.368
H 0.953 6.683 -2.198
H 2.931 4.103 -1.306
H 2.378 2.221 0.194
C 2.669 -1.821 -4.832
N 1.630 -1.889 -3.832
C 0.529 -2.813 -4.022
C 1.646 -1.144 -2.723
C 2.819 -0.227 -2.521
O 0.709 -1.227 -1.917
H 2.365 -2.398 -5.698
H 3.606 -2.232 -4.454
H 2.838 -0.792 -5.145
H 0.748 -3.468 -4.859
H -0.398 -2.272 -4.216
H 0.385 -3.411 -3.123
H 3.752 -0.723 -2.773
H 2.842 0.083 -1.478
H 2.717 0.662 -3.144
O -0.305 1.022 2.108
S -1.050 2.297 2.358
C 0.181 3.358 3.167
C 0.110 4.731 3.009
C 1.081 5.524 3.598
C 2.108 4.939 4.321
C 2.170 3.562 4.468
C 1.203 2.764 3.884
C -2.001 1.883 3.851
C -2.065 0.549 4.209
C -2.824 0.174 5.303
C -3.518 1.136 6.017
C -3.447 2.471 5.651
C -2.689 2.855 4.557
H -0.688 5.170 2.431
H 1.041 6.596 3.485
H 2.869 5.558 4.768
H 2.971 3.107 5.031
H 1.235 1.687 3.962
H -1.516 -0.178 3.628
H -2.877 -0.866 5.586
H -4.123 0.843 6.861
H -3.988 3.215 6.214
H -2.626 3.892 4.266
*
```

Output
Frontier orbital gap (eV): 5.5
ΔE to the lowest compared entry with this formula, charge and spin (kcal per mole): 23.48
LUMO level (eV): -3.3090
DFT total energy (eV): -83826.416
Highest occupied orbital energy (eV): -8.8